No. 1
{"formula": "C3H9N2O2", "method": "wB97M-V/def2-TZVPD", "e_lumo_ha": [-0.114, -0.285], "charge": 1, "multiplicity": 3, "homo_energy_ha": [-0.334, -0.530], "gap_ha": [0.21936, 0.24535], "species": ["C", "C", "C", "N", "N", "O", "O", "H", "H", "H", "H", "H", "H", "H", "H", "H"], "coordinates": [[-0.26, -1.85, 0.06], [1.26, 1.55, -0.39], [-0.65, -0.04, 0.45], [-0.66, -2.87, 0.84], [0.19, 0.67, -0.79], [0.45, -1.97, -0.93], [-1.89, 0.39, 0.53], [0.84, 2.32, 0.12], [2.11, 1.05, 0.05], [1.83, 2.09, -1.21], [-0.23, 0.19, 1.43], [-1.22, -2.86, 1.62], [-0.41, -3.76, 0.35], [-0.53, 0.97, -1.41], [0.62, -0.23, -1.16], [-2.65, 0.06, -0.03]]}

***

No. 2
{"formula": "C3H9N2O2S", "method": "wB97M-V/def2-TZVPD", "e_lumo_ha": -0.120, "charge": 1, "homo_energy_ha": -0.494, "gap_ha": 0.37388, "species": ["C", "C", "C", "N", "N", "O", "O", "S", "H", "H", "H", "H", "H", "H", "H", "H", "H"], "coordinates": [[1.14, 0.16, 0.95], [0.38, 0.17, 3.28], [-1.25, 0.37, -3.13], [1.99, 0.49, 0.22], [0.26, -0.08, 1.82], [0.16, -1.45, -1.44], [-1.07, 0.35, -0.43], [-1.31, -0.58, -1.55], [-0.45, -0.38, 3.79], [0.36, 1.25, 3.62], [1.36, -0.22, 3.53], [-1.06, -0.14, -4.12], [-2.22, 0.92, -3.22], [-0.42, 1.12, -3.05], [2.78, 0.41, -0.40], [0.05, -2.33, -1.27], [-0.68, -0.06, 1.40]]}

***

No. 3
{"formula": "C3H9N2O2S", "method": "wB97M-V/def2-TZVPD", "e_lumo_ha": -0.188, "charge": 1, "smiles": "C/[NH+]=C\\S(=O)(=O)CN", "homo_energy_ha": -0.498, "gap_ha": 0.30965, "species": ["C", "C", "C", "N", "N", "O", "O", "S", "H", "H", "H", "H", "H", "H", "H", "H", "H"], "coordinates": [[0.60, 0.19, -0.46], [1.28, -1.61, -2.01], [-1.77, 0.43, 1.44], [-0.83, 1.34, 1.70], [1.34, -0.24, -1.45], [-0.27, -2.02, 0.94], [-1.91, -1.13, -0.88], [-0.98, -1.02, 0.18], [2.37, -2.01, -2.16], [1.09, -1.57, -3.12], [0.67, -2.27, -1.46], [-2.48, 0.39, 0.50], [-2.36, -0.18, 2.21], [-0.47, 1.80, 0.87], [-0.18, 1.09, 2.40], [1.08, 1.01, -0.30], [1.95, 0.35, -1.96]]}

***

No. 4
{"formula": "C3H9N2O4PS2", "method": "wB97M-V/def2-TZVPD", "e_lumo_ha": 0.017, "smiles": "C=CCO[P@](O)(=S)NS(N)(=O)=O", "homo_energy_ha": -0.357, "gap_ha": 0.37390, "species": ["C", "C", "C", "N", "N", "O", "O", "O", "O", "P", "S", "S", "H", "H", "H", "H", "H", "H", "H", "H", "H"], "coordinates": [[0.48, -1.40, -2.98], [-0.33, -1.13, -1.98], [-0.19, -1.74, -0.62], [-1.86, 0.80, 2.12], [0.71, 1.10, 1.88], [-0.75, 2.98, 2.56], [-0.93, 2.12, 0.26], [1.23, 1.16, -0.75], [-0.10, -0.72, 0.39], [1.28, 0.12, 0.43], [2.91, -0.90, 0.60], [-0.73, 1.89, 1.66], [0.35, -0.93, -3.94], [1.29, -2.10, -2.90], [-1.14, -0.42, -2.07], [0.69, -2.39, -0.56], [-1.09, -2.32, -0.35], [-1.78, 0.55, 3.10], [-1.85, -0.01, 1.51], [1.42, 1.65, 2.33], [0.39, 1.68, -0.68]]}

***

No. 5
{"formula": "C3H9N2OS", "method": "wB97M-V/def2-TZVPD", "e_lumo_ha": [-0.264, -0.264], "charge": 1, "homo_energy_ha": [-0.488, -0.488], "gap_ha": [0.22411, 0.22415], "species": ["C", "C", "C", "N", "N", "O", "S", "H", "H", "H", "H", "H", "H", "H", "H", "H"], "coordinates": [[1.97, 0.95, 0.18], [1.15, -1.18, 0.89], [-1.91, 1.18, -1.38], [-1.64, -0.11, 0.89], [1.02, 0.09, 0.14], [0.66, -2.24, 0.12], [-2.44, -0.27, -0.38], [1.71, 1.85, -0.19], [2.96, 0.79, 0.61], [2.17, -1.23, 1.25], [1.21, -2.38, -0.67], [0.45, -1.11, 1.62], [-1.52, 0.88, -2.35], [-2.81, 1.85, -1.59], [-1.13, 1.59, -0.84], [-1.83, -0.64, 1.70]]}

***

No. 6
{"formula": "C3H9N2OS", "method": "wB97M-V/def2-TZVPD", "e_lumo_ha": -0.337, "charge": 1, "homo_energy_ha": -0.492, "gap_ha": 0.15481, "species": ["N", "C", "C", "S", "C", "N", "O", "H", "H", "H", "H", "H", "H", "H", "H", "H"], "coordinates": [[-1.13, -0.45, 1.04], [-0.11, 0.29, 0.31], [0.03, -0.32, -1.13], [-1.67, -0.17, -1.96], [1.24, 0.05, 1.05], [1.16, 0.65, 2.36], [2.39, 0.25, 0.36], [-1.47, -1.24, 0.51], [-1.91, 0.11, 1.39], [1.18, -0.97, 1.36], [-0.25, 1.43, 0.13], [1.00, 0.14, -1.58], [0.20, -1.39, -0.92], [-1.36, -0.48, -3.29], [1.95, 1.31, 2.39], [1.09, 0.28, 3.25]]}

***

No. 7
{"formula": "C3H9N2PS", "method": "wB97M-V/def2-TZVPD", "e_lumo_ha": 0.022, "homo_energy_ha": -0.287, "gap_ha": 0.30862, "species": ["C", "C", "C", "N", "N", "P", "S", "H", "H", "H", "H", "H", "H", "H", "H", "H"], "coordinates": [[-0.82, -0.75, 0.24], [-1.18, 0.11, -0.98], [0.70, -0.81, 0.43], [-0.63, 1.43, -0.73], [0.75, 1.52, -1.13], [1.37, 0.91, 0.23], [3.48, 0.68, 0.72], [-1.27, -0.28, 1.12], [-1.23, -1.75, 0.13], [-0.76, -0.33, -1.89], [-2.26, 0.18, -1.08], [0.95, -1.25, 1.40], [1.16, -1.42, -0.35], [-1.13, 2.17, -1.21], [0.87, 1.47, 1.42], [3.62, 1.98, 0.92]]}

***

No. 8
{"formula": "C3H9N2PS", "method": "wB97M-V/def2-TZVPD", "e_lumo_ha": [-0.011, -0.011], "homo_energy_ha": [-0.261, -0.261], "gap_ha": [0.24980, 0.24978], "species": ["C", "C", "C", "N", "N", "P", "S", "H", "H", "H", "H", "H", "H", "H", "H", "H"], "coordinates": [[1.23, -1.60, -0.40], [1.52, -2.58, 0.59], [-0.19, 1.97, -1.52], [0.91, -0.55, -0.86], [-2.55, 0.43, 1.06], [0.84, 1.26, -0.13], [2.60, 2.03, -0.25], [-3.57, 0.33, 0.95], [0.88, -2.58, 1.46], [1.50, -3.55, 0.15], [2.52, -2.35, 0.99], [-0.10, 2.95, -1.38], [0.26, 1.49, -2.40], [-1.14, 1.51, -1.34], [-2.40, 1.41, 1.32], [-2.32, -0.18, 1.77]]}

***

No. 9
{"formula": "C3H9N2S", "method": "wB97M-V/def2-TZVPD", "e_lumo_ha": [0.223, 0.218], "charge": -2, "multiplicity": 2, "homo_energy_ha": [0.148, 0.002], "gap_ha": [0.07514, 0.21554], "species": ["C", "C", "S", "N", "C", "N", "H", "H", "H", "H", "H", "H", "H", "H", "H"], "coordinates": [[-1.22, -0.38, -0.28], [-1.00, 0.18, -1.71], [-2.02, -0.66, -2.94], [-0.38, 0.14, 0.83], [1.09, -0.30, 0.85], [1.92, 0.71, 1.55], [-1.01, -1.45, -0.41], [-2.19, -0.18, 0.19], [-1.38, 1.23, -1.50], [0.05, 0.21, -1.87], [-0.76, -0.15, 1.73], [1.05, -1.27, 1.34], [1.52, -0.35, -0.18], [2.87, 0.71, 1.18], [1.46, 1.56, 1.23]]}

***

No. 10
{"formula": "C3H9N2S", "method": "wB97M-V/def2-TZVPD", "e_lumo_ha": -0.215, "charge": 1, "homo_energy_ha": -0.507, "gap_ha": 0.29161, "species": ["C", "C", "C", "N", "N", "S", "H", "H", "H", "H", "H", "H", "H", "H", "H"], "coordinates": [[1.34, -0.57, -0.42], [0.92, -0.80, 1.78], [-0.15, -0.33, -0.44], [-2.15, 1.83, -1.29], [1.62, -1.35, 0.79], [-0.86, -0.55, 1.07], [1.84, -1.06, -1.30], [1.81, 0.46, -0.45], [0.83, -1.35, 2.78], [1.33, 0.22, 1.88], [-0.78, 0.01, -1.21], [-2.64, 1.31, -1.98], [-2.59, 1.70, -0.31], [-2.12, 2.84, -1.51], [1.60, -2.36, 0.60]]}

***

No. 11
{"formula": "C3H9N2S", "method": "wB97M-V/def2-TZVPD", "e_lumo_ha": -0.129, "charge": 1, "homo_energy_ha": -0.530, "gap_ha": 0.40055, "species": ["C", "C", "C", "N", "N", "S", "H", "H", "H", "H", "H", "H", "H", "H", "H"], "coordinates": [[-1.47, -0.38, 0.05], [-0.76, 0.97, -0.25], [0.65, -0.78, 1.03], [1.80, 0.61, -1.19], [-0.70, -0.99, 1.14], [1.01, 0.91, 0.28], [-2.50, -0.17, 0.20], [-1.39, -1.12, -0.84], [-0.72, 1.09, -1.26], [-1.33, 1.83, 0.32], [1.24, -0.94, 2.07], [1.04, -1.53, 0.23], [2.46, 1.38, -1.40], [-0.95, -0.61, 2.07], [2.10, -0.29, -1.31]]}

***

No. 12
{"formula": "C3H9N2S", "method": "wB97M-V/def2-TZVPD", "e_lumo_ha": [-0.119, -0.283], "charge": 1, "multiplicity": 3, "homo_energy_ha": [-0.355, -0.532], "gap_ha": [0.23597, 0.24872], "species": ["C", "C", "C", "N", "N", "S", "H", "H", "H", "H", "H", "H", "H", "H", "H"], "coordinates": [[-1.71, 1.11, -0.10], [-0.80, 0.08, 0.44], [1.44, -0.94, -1.03], [-0.59, -0.20, 1.75], [0.88, 0.23, -0.49], [-1.93, -0.52, -0.71], [-2.40, 1.37, 0.69], [-1.23, 1.91, -0.72], [1.01, -1.70, -0.33], [1.20, -1.33, -1.96], [2.55, -0.93, -0.86], [-0.26, -1.09, 2.05], [-0.52, 0.52, 2.38], [0.85, 0.87, -1.28], [1.49, 0.60, 0.19]]}

***

No. 13
{"formula": "C3H9N3", "method": "wB97M-V/def2-TZVPD", "e_lumo_ha": [0.147, 0.143], "charge": -1, "multiplicity": 2, "homo_energy_ha": [0.023, -0.118], "gap_ha": [0.12396, 0.26044], "species": ["C", "C", "N", "H", "H", "H", "H", "H", "N", "C", "N", "H", "H", "H", "H"], "coordinates": [[-1.41, -0.55, -1.15], [-1.43, -2.41, 0.21], [-1.17, -1.96, -1.02], [-2.46, -0.27, -0.94], [-0.82, -0.02, -0.37], [-1.09, -0.04, -2.07], [-0.88, -3.28, 0.56], [-2.11, -1.92, 0.91], [0.89, 2.26, 0.44], [1.64, 1.11, 0.70], [2.78, 1.03, 0.14], [0.44, 2.64, 1.27], [1.50, 2.95, 0.02], [1.04, 0.39, 1.25], [3.08, 0.06, 0.06]]}

***

No. 14
{"formula": "C3H9N3", "method": "wB97M-V/def2-TZVPD", "e_lumo_ha": 0.041, "smiles": "[H]/N=C/[C@H](N)NC", "homo_energy_ha": -0.318, "gap_ha": 0.35851, "species": ["C", "C", "N", "N", "C", "N", "H", "H", "H", "H", "H", "H", "H", "H", "H"], "coordinates": [[1.45, 0.82, 0.49], [-2.02, -0.34, -0.32], [0.99, -1.25, 0.04], [1.54, 1.61, -0.51], [0.22, -0.03, 0.63], [-0.87, 0.51, -0.08], [2.15, 0.76, 1.33], [-0.54, 0.99, -0.91], [2.41, 2.14, -0.55], [0.53, -2.12, 0.28], [1.18, -1.15, -0.95], [-0.04, -0.29, 1.65], [-1.85, -1.09, -1.10], [-2.86, 0.28, -0.61], [-2.28, -0.85, 0.61]]}

***

No. 15
{"formula": "C3H9N3", "method": "wB97M-V/def2-TZVPD", "e_lumo_ha": [0.018, 0.018], "homo_energy_ha": [-0.235, -0.235], "gap_ha": [0.25303, 0.25295], "species": ["C", "C", "N", "N", "C", "N", "H", "H", "H", "H", "H", "H", "H", "H", "H"], "coordinates": [[-0.89, 0.75, -0.77], [-0.67, 0.55, 0.72], [1.11, 0.58, -1.44], [1.87, 0.07, -0.50], [-0.84, -0.89, 0.93], [0.14, -1.68, 0.58], [1.24, 1.59, -1.55], [1.07, -1.15, 0.11], [2.34, 0.77, 0.09], [0.03, -2.68, 0.63], [-1.10, -0.13, -1.35], [-1.54, 1.58, -1.03], [0.38, 0.81, 1.00], [-1.36, 1.13, 1.32], [-1.78, -1.30, 1.27]]}

***

No. 16
{"formula": "C3H9N3", "method": "wB97M-V/def2-TZVPD", "e_lumo_ha": 0.030, "smiles": "[H]/N=C(\\N)[C@H](C)N", "homo_energy_ha": -0.341, "gap_ha": 0.37132, "species": ["C", "C", "C", "H", "H", "H", "H", "H", "H", "H", "H", "H", "N", "N", "N"], "coordinates": [[-0.55, -0.95, 1.09], [-0.80, 0.17, 0.22], [0.58, 0.51, -0.44], [-0.19, -0.85, 2.10], [0.35, -1.58, 0.65], [-1.23, -1.79, 1.16], [-1.26, 1.06, 0.87], [-1.00, -0.90, -1.35], [-1.69, 0.43, -1.66], [1.25, 0.93, 1.33], [2.40, 1.29, 0.13], [1.59, 0.69, -1.96], [-1.64, -0.25, -0.86], [1.61, 0.71, 0.42], [0.59, 0.51, -1.68]]}

***

Respective calculated total energy values: -10318.6813, -21158.4243, -21155.6173, -45388.0355, -19109.0274, -19106.9132, -26359.3112, -26359.5989, -17068.1419, -17064.0086, -17064.0302, -17059.4241, -7724.5600, -7726.1852, -7722.3106, -7726.1339 eV.
Respective maximum force values: 5.86, 5.32, 7.44, 2.51, 4.03, 6.54, 1.88, 5.79, 3.78, 4.02, 4.33, 5.53, 1.54, 2.69, 0.90, 6.21 eV/Å.